Here is a 13-piece molecular cluster, C37H101Cl4O40P9 overall from the OMol25 dataset. Energies are from the ωB97M-V functional and the def2-TZVPD basis.

Geometry (Å):
H -5.5824 -1.5508 3.2255
C 4.2087 -6.0120 -4.3721
H 0.7842 6.1789 -4.8431
H -4.1016 -3.0212 6.9352
H -7.1667 -0.8754 3.3826
H -3.5203 9.9470 4.1027
H 4.9113 -5.1973 0.5992
C 9.4743 -0.9931 5.4003
C 3.1122 1.6747 12.7408
O -8.0252 -0.6651 6.3659
C -5.3807 -3.6597 -6.7083
H 2.2450 0.5197 -0.0225
P 7.2831 0.4681 -5.8949
H 1.6609 0.7421 9.3738
O 8.3633 -0.1011 -4.8525
O -6.0904 0.7715 7.2812
H -12.3527 4.3103 -1.4598
C 1.5310 0.5464 0.8006
O 0.8681 -3.2774 -13.3053
H -9.1398 -6.4969 -5.4453
C -8.8986 0.4201 6.0075
H 0.1271 -1.9773 -3.1511
H -3.0263 4.7670 -8.8625
O -9.8113 1.4209 -0.7792
P -6.0213 -5.4478 -4.7431
H -9.2961 0.2634 5.0047
C -1.5274 -1.8207 -12.2490
O -10.3193 3.9622 -1.1401
H 4.9490 -5.2995 -4.7359
H 0.2784 6.9357 -6.3011
H 4.1070 -3.7096 -0.0744
H 8.5364 -1.6761 -3.7132
C -11.6410 3.9970 -0.6959
H 3.0393 2.2736 13.6486
H -1.6176 4.4986 -9.8908
C -8.3165 4.6312 0.9095
Cl 6.4556 3.3739 2.6685
H 8.2124 -2.6574 10.0276
H 1.0438 1.5206 0.7592
H -0.8676 8.6609 6.5661
H -7.4799 -5.2852 -2.6277
H -0.8733 4.3958 4.7859
C 1.0797 -4.4232 5.0633
H -9.6449 0.6306 6.7735
O -7.1281 -6.6302 -4.8610
C 2.6169 1.2306 9.1851
H -2.2509 -2.0072 -13.0427
O 3.7149 4.4224 11.3571
H -0.9437 6.3380 -5.1415
H 1.0140 -7.0101 -0.8298
H 1.5157 -0.4040 -9.7233
P -9.2551 2.7898 -0.7277
O 8.3196 -3.5311 6.3393
C 1.7090 -7.2904 -1.6214
H -2.3890 3.5670 4.2276
H 3.9914 -6.7431 -5.1509
H 1.6706 -3.5356 4.8370
C 5.8668 3.7079 4.2799
H -6.9964 1.4529 -0.8078
H 8.0523 -5.1611 5.2824
H -0.5450 -2.6588 -0.8699
C -1.4496 3.7779 -7.8804
H 6.5977 -4.7470 6.4073
O 4.7359 -7.5104 -0.7108
H 6.6488 4.1873 4.8687
H -12.0003 3.0216 -0.3678
H 3.4311 0.5918 9.5271
O -4.8464 -5.7381 -3.8542
O -1.0778 7.5348 4.8407
H 0.4582 -1.7377 -9.2282
O -2.7561 5.5015 4.8332
H -2.1702 3.7749 5.8213
H -8.8245 5.2352 1.6614
H -6.7318 -2.2359 4.4337
H 9.0306 3.1895 -5.4878
H -4.1539 9.2118 2.6360
O -1.9859 6.5313 2.5803
H 9.1805 -1.9402 8.7887
C 0.1179 -3.8229 -14.3843
C -1.2393 7.6920 6.2328
H -3.7923 -1.2811 7.4022
H 5.6386 4.5040 12.3107
C -8.1445 -6.6073 -5.8757
H -5.7688 -3.5403 -7.7198
O 1.2860 -1.8745 -11.2118
H 2.0355 0.4136 1.7577
Cl 4.4348 4.7518 4.3096
H 2.1600 1.7662 12.2183
P -6.4155 -0.3952 6.3959
H -6.6581 1.6740 -2.5751
H -4.3261 -3.3850 -6.6876
O -7.9934 3.0497 -1.6555
H 4.3497 4.8423 13.3475
O 4.6775 -6.7052 -3.2353
H 4.6307 1.0895 -3.9634
O 7.2725 -2.2079 8.2475
C 5.6283 0.6604 -3.8691
C 0.0160 6.1305 -5.6149
O -8.7916 3.3060 0.7379
H -0.7632 -1.0944 -12.5257
P 0.6315 -3.2951 -11.7220
C -6.8883 2.1624 -1.6282
Cl 1.2058 -4.8851 6.7434
H 8.0905 -0.9166 9.6160
C -0.7813 -1.5254 -2.7528
C 8.1789 -1.9277 9.2186
P -2.2854 6.8318 3.9692
C 0.4610 -0.4714 0.4973
O 5.9334 0.0182 -5.1068
O 7.2716 2.0718 -5.6076
H -11.5767 4.6438 0.1790
H -1.7198 -1.4135 -0.8652
C -3.4152 9.0965 3.4292
C 8.1801 3.0121 -6.1461
O -0.2057 -0.8964 1.4214
O 8.6214 -1.0190 6.5622
H 0.9768 4.4348 -6.5554
Cl 1.6564 -5.7629 4.0454
O -1.4516 2.6675 -7.3525
O 1.0906 -4.5346 -11.0789
H -7.2427 4.6085 1.0954
H 0.9333 -7.4098 -2.3778
P 4.0545 2.9226 10.6678
H 9.3465 -0.0364 4.8937
O 4.8301 -5.0030 -1.4252
H -0.4161 4.0199 -5.6323
H -0.9293 -0.4872 -3.0502
P 4.2522 -6.4998 -1.6619
C -7.5219 -4.2394 -2.9320
O 6.2824 -1.9449 5.8108
H 2.7410 1.3387 8.1076
H 2.2009 -8.2400 -1.4108
O -5.7261 -1.8063 6.9181
H 0.7211 -4.6212 -14.8166
H -8.3980 1.3851 5.9282
H 8.0134 -2.0618 -5.3559
H 2.1505 -1.9553 -9.2833
H 3.1878 0.6163 12.9905
C 1.3338 -1.4742 -9.8216
C 4.6768 5.0166 12.3224
O 2.6302 -6.2258 -1.7910
C -2.2406 4.0548 -9.1143
H 0.0090 -4.3265 4.8832
P 7.5010 -2.1451 6.6484
C -1.9542 4.3098 4.8964
H 6.2795 1.4701 -3.5397
H 5.7153 -0.0732 -3.0677
H -5.8194 -2.8189 -6.1709
H 3.2707 -5.4806 -4.2108
O 5.2390 2.9654 9.7239
C -4.3456 -1.9723 6.7665
O -5.9692 -0.2711 4.8112
H -8.1324 -7.5164 -6.4769
C -0.7153 -1.6414 -1.2219
H 7.6384 3.9060 -6.4554
O 7.4825 0.1067 -7.3337
O -0.9850 -3.0261 -11.5983
O 4.2079 1.9765 11.9610
H 9.6775 -1.5941 -5.0873
H -0.9372 -4.0197 -14.1939
H 5.5318 2.7847 4.7528
H 8.1288 -5.3985 7.0272
H 9.3113 -1.7818 4.6658
H -5.9927 2.7117 -1.3379
H 5.8422 -3.8615 -0.2328
H 0.1913 -3.1172 -15.2118
O -0.7959 4.9132 -7.4359
C -6.3592 -1.3291 3.9573
O 2.6326 2.4462 9.9236
H 10.5046 -0.9289 5.7500
H -0.5459 7.0240 6.7437
H -2.2798 7.6018 6.5449
O -3.5569 7.8237 4.0509
H -2.4407 9.3156 2.9929
H 8.7050 2.6065 -7.0110
H -4.0324 -1.7825 5.7399
H -8.5838 5.1898 0.0125
O -6.9258 -4.2348 -4.2536
H -6.9606 -3.5436 -2.3083
C 7.6732 -4.7999 6.2384
H -2.7510 3.1430 -9.4246
H -2.0699 -1.2045 -11.5319
O -5.6344 -5.0331 -6.2800
H -1.6359 -2.0970 -3.1149
C 8.6535 -1.4083 -4.7633
H -7.9948 -5.7216 -6.4932
C -0.0198 4.7903 -6.2937
C 4.9157 -4.4331 -0.1780
O 0.2022 -0.6653 -0.8060
H -8.6017 -4.0906 -2.9294
H 4.8983 6.0693 12.1469

Cartesian forces (eV/Å) of the 3 atoms listed first:
0.30 -0.05 0.41
-0.64 0.29 -0.43
-0.04 -0.28 0.13

## Properties
F_max: 4.229 eV/A
2S+1: 1
Orbital gap: 10.25 eV
Charge: 0

Atom charges from the Löwdin analysis, given in e for atoms 1 to 99:
1 H 0.09
2 C -0.11
3 H 0.08
4 H 0.09
5 H 0.09
6 H 0.09
7 H 0.09
8 C -0.08
9 C -0.14
10 O -0.23
11 C -0.09
12 H 0.08
13 P 0.48
14 H 0.09
15 O -0.22
16 O -0.26
17 H 0.09
18 C 0.02
19 O -0.23
20 H 0.09
21 C -0.10
22 H 0.07
23 H 0.09
24 O -0.24
25 P 0.44
26 H 0.09
27 C -0.10
28 O -0.24
29 H 0.09
30 H 0.08
31 H 0.09
32 H 0.10
33 C -0.12
34 H 0.09
35 H 0.09
36 C -0.11
37 Cl 0.51
38 H 0.09
39 H 0.09
40 H 0.09
41 H 0.08
42 H 0.09
43 C -1.03
44 H 0.09
45 O -0.23
46 C -0.11
47 H 0.08
48 O -0.25
49 H 0.08
50 H 0.08
51 H 0.09
52 P 0.44
53 O -0.26
54 C -0.12
55 H 0.09
56 H 0.09
57 H 0.03
58 C -1.05
59 H 0.09
60 H 0.09
61 H 0.13
62 C -0.48
63 H 0.09
64 O -0.22
65 H 0.03
66 H 0.09
67 H 0.08
68 O -0.26
69 O -0.23
70 H 0.09
71 O -0.24
72 H 0.08
73 H 0.09
74 H 0.09
75 H 0.09
76 H 0.09
77 O -0.22
78 H 0.08
79 C -0.09
80 C -0.12
81 H 0.09
82 H 0.08
83 C -0.09
84 H 0.08
85 O -0.24
86 H 0.09
87 Cl 0.49
88 H 0.09
89 P 0.52
90 H 0.09
91 H 0.09
92 O -0.21
93 H 0.08
94 O -0.23
95 H 0.09
96 O -0.21
97 C -0.11
98 C -0.07
99 O -0.23